Run A
A molecular structure, C3H3NO2S, computed with ωB97M-V with the def2-TZVPD basis set.

Atoms and positions in Å:
C1 -1.968 0.398 -0.342
C2 -0.934 1.080 -0.765
C3 0.277 0.500 -0.213
H1 1.575 -1.439 0.766
H2 -3.050 0.608 -0.091
H3 -1.088 1.937 -1.498
N1 -0.352 -0.476 0.705
O1 0.349 -1.589 1.133
O2 -1.623 -0.625 0.532
S1 1.935 0.505 -0.595

Values from the calculation:
Highest occupied orbital energy   -8.548 eV
Orbital gap   0.308 Ha

From a Mulliken analysis of the wavefunction, the atomic charges in e read: number 1, C, carries -0.082; number 2, C, carries -0.269; number 3, C, carries 0.155; number 4, H, carries 0.350; number 5, H, carries 0.320; number 6, H, carries 0.313; number 7, N, carries 0.449; number 8, O, carries -0.520; number 9, O, carries -0.286; number 10, S, carries -0.431

=====

Run B
A single C3H3NO2S molecule, computed with ωB97M-V with the def2-TZVPD basis set.

Atoms and positions in Å:
N1 -2.204 1.473 -0.250
C1 -1.685 0.386 -0.138
S1 -0.994 -1.111 -0.119
C2 0.501 -0.819 0.855
C3 1.342 0.380 0.188
O1 1.218 1.495 0.402
O2 2.163 -0.131 -0.871
H1 1.027 -1.790 0.789
H2 0.366 -0.305 2.009
H3 1.933 -1.026 -0.838

Values from the calculation:
Highest occupied orbital energy   -10.095 eV
Orbital gap   0.366 Ha
SMILES   N#CSCC(=O)O

From a Mulliken analysis of the wavefunction, the atomic charges in e read: number 1, N, carries -0.404; number 2, C, carries 0.468; number 3, S, carries -0.080; number 4, C, carries -0.730; number 5, C, carries 0.524; number 6, O, carries -0.369; number 7, O, carries -0.437; number 8, H, carries 0.428; number 9, H, carries 0.309; number 10, H, carries 0.291

=====

Least stable of them? run A.